1.
Formula: C21H24N5SSeSiW
Source: the OMol25 dataset
Level of theory: the ωB97M-V functional and the def2-TZVPD basis

XYZ file:
```
54
Properties=species:S:1:pos:R:3:forces:R:3:lowdin_charge:R:1
W 0.287924 -0.234461 1.324880 2.226 -0.652 2.609 0.926
N 2.873594 -1.980857 2.652411 0.196 0.271 0.341 0.151
C 1.644382 -1.829783 2.231039 -0.979 -0.536 -1.079 -0.508
S 0.848829 0.528092 3.300843 -0.594 -0.148 -0.971 0.237
N 0.805168 -2.881829 2.214254 1.077 0.308 0.046 0.057
N -0.271259 -2.233552 1.773154 -1.099 -0.411 0.424 -0.214
C -1.469024 -2.654566 1.864072 -0.729 0.106 -0.277 -0.028
C -2.459581 -1.575767 1.757581 0.416 -0.682 0.045 -0.260
C -3.817862 -1.772789 1.843760 -0.434 0.065 0.053 0.010
C -4.654184 -0.662863 1.901661 0.024 -0.320 -0.024 -0.017
C -4.095961 0.599456 1.876206 0.195 0.206 -0.019 -0.021
C -2.719377 0.720661 1.757462 -0.225 0.085 0.038 -0.130
N -1.919812 -0.344496 1.686251 0.151 0.306 -0.099 -0.067
H 3.465584 -1.178155 2.783032 0.034 -0.044 -0.028 0.102
H 3.174913 -2.869409 3.025322 -0.017 -0.025 -0.030 0.130
H -1.700189 -3.676237 2.140921 -0.056 0.062 0.090 0.144
H -4.205768 -2.781791 1.880920 -0.025 0.039 0.024 0.129
H -5.726038 -0.787975 1.980335 0.013 -0.019 -0.007 0.124
H -4.705427 1.489042 1.946719 0.027 -0.008 0.002 0.120
H -2.227265 1.680785 1.716915 -0.005 0.049 -0.038 0.071
C -2.431332 -1.769139 -2.145127 0.017 0.018 -0.052 -0.034
C -1.607115 -2.738590 -2.706098 -0.052 -0.002 -0.035 -0.030
C -0.282410 -2.798926 -2.327740 0.020 -0.054 -0.006 0.013
C 0.193253 -1.921966 -1.356372 0.170 0.110 -0.101 -0.211
N -0.636270 -1.058850 -0.745699 -0.217 -0.274 0.201 -0.027
C -1.901512 -0.957298 -1.166871 0.057 -0.003 -0.018 -0.129
C 1.610988 -1.737403 -1.004078 -0.047 -0.195 -0.161 -0.195
C 2.636736 -2.351054 -1.724952 0.056 -0.031 -0.040 -0.018
C 3.954267 -1.995951 -1.506869 -0.053 0.033 0.018 -0.064
C 4.242694 -0.997698 -0.581601 0.051 0.016 -0.027 -0.069
C 3.228140 -0.420681 0.162243 0.051 0.118 -0.123 -0.140
C 1.897651 -0.801688 -0.009852 0.009 0.385 -0.018 -0.305
H -3.457175 -1.641602 -2.461436 0.021 -0.015 0.019 0.114
H -1.991222 -3.421069 -3.453825 0.012 0.027 0.012 0.120
H 0.383965 -3.514871 -2.786060 -0.007 0.020 0.010 0.114
H -2.496763 -0.178428 -0.709268 -0.032 -0.013 0.024 0.106
H 2.411004 -3.097753 -2.475658 -0.002 0.046 -0.013 0.107
H 4.746406 -2.465768 -2.074435 -0.014 0.004 0.022 0.110
H 5.266243 -0.675054 -0.434914 -0.013 -0.004 -0.008 0.110
H 3.473452 0.348542 0.885113 0.032 0.019 0.035 0.099
C 0.564765 3.367682 -2.601875 0.054 0.193 -0.450 -0.223
Si 0.524669 3.873173 -0.839427 0.185 -0.751 0.194 0.217
C -0.960344 4.817002 -0.325465 -0.251 0.350 0.025 -0.224
C 2.116071 4.404636 -0.104874 0.328 0.412 -0.017 -0.220
Se 0.143874 1.850080 0.239547 -0.602 0.932 -0.568 0.459
H 0.740988 4.218567 -3.267470 -0.012 -0.064 -0.008 0.044
H -0.387887 2.908507 -2.870104 0.023 0.007 -0.045 0.036
H 1.357115 2.634189 -2.757054 -0.006 0.017 -0.033 0.039
H -0.955618 5.819934 -0.763616 -0.035 -0.033 0.029 0.047
H -0.989659 4.915823 0.760507 -0.023 0.030 -0.021 0.039
H -1.862901 4.300809 -0.656349 -0.011 0.051 0.006 0.036
H 2.438072 5.370923 -0.506047 0.043 -0.044 0.053 0.045
H 2.888324 3.664887 -0.319005 0.019 0.027 0.000 0.037
H 2.012885 4.495528 0.976993 0.034 0.018 -0.004 0.041
```
Forces are in eV/Å.

For the highest occupied orbital energy (alpha / beta), the calculation gives -10.34 / -10.35 eV. As for the total charge: +1. Its maximum force is 3.49 eV Å⁻¹. The value obtained for the gap between HOMO and LUMO (alpha / beta) is 6.15 / 6.16 eV. The energy relative to the best compared isomer or geometry (same formula, charge and spin) comes out at 29.1 kcal per mole. The lowest unoccupied orbital energy (alpha / beta) is -4.19 / -4.19 eV.


2.
Formula: C21H24N6O4ReS
Source: the OMol25 dataset
Level of theory: the ωB97M-V functional and the def2-TZVPD basis

XYZ file:
```
57
Properties=species:S:1:pos:R:3:forces:R:3:lowdin_charge:R:1
Re -0.318400 -0.202600 0.926000 3.439 1.745 -0.380 1.463
N 2.173900 0.156100 -0.325800 -0.939 -0.110 0.510 0.011
N 2.121400 1.535200 -0.572500 0.248 -0.195 -0.140 -0.022
C 1.063200 2.337000 -0.116100 0.544 -0.229 -0.263 -0.718
O 1.159700 3.532600 -0.266200 -0.029 0.191 0.121 0.066
O 0.071500 1.698900 0.400500 -0.892 0.334 0.071 -0.230
H 2.894800 -0.086400 0.351900 -0.198 0.034 -0.159 0.092
H 2.306100 -0.372000 -1.186800 -0.078 0.166 0.208 0.098
H 2.961500 2.033000 -0.842800 -0.189 -0.238 0.092 0.142
N -5.189300 0.956700 5.365800 -0.072 -0.027 0.284 0.107
C -4.918600 0.854900 4.020900 0.161 -0.075 -0.340 -0.333
C -5.312900 -0.279700 3.300700 0.073 0.073 0.079 -0.024
C -4.977700 -0.411000 1.967800 -0.149 -0.004 -0.015 -0.059
C -4.262700 0.595600 1.346900 0.074 -0.036 -0.700 -0.302
C -3.848600 1.717200 2.039300 -0.082 0.122 -0.014 -0.065
C -4.182500 1.852100 3.371500 -0.002 -0.096 -0.006 -0.029
S -3.733100 0.371400 -0.334000 -0.254 0.296 0.025 0.625
O -4.636300 -0.487100 -1.038300 0.059 0.138 0.314 -0.283
O -3.392500 1.629900 -0.921500 0.234 -0.067 0.422 -0.281
N -2.306800 -0.426300 -0.006000 0.674 1.472 0.509 -0.179
C -2.250700 -1.728200 0.149600 0.117 -2.690 0.418 -0.508
N -1.058800 -2.097100 0.772300 -1.225 -0.685 -0.853 -0.102
C -0.795600 -3.400500 0.865000 0.036 0.013 0.040 -0.102
C -1.684200 -4.349400 0.400900 -0.105 0.059 -0.017 -0.050
C -2.899900 -3.881700 -0.101200 0.519 -0.257 0.251 -0.105
N -3.176300 -2.606500 -0.212900 -0.393 0.344 -0.208 0.143
H -5.936000 0.382200 5.718500 -0.019 0.094 0.050 0.095
H -5.130000 1.874400 5.774700 -0.059 -0.057 0.017 0.097
H -5.877900 -1.053300 3.801100 -0.056 -0.089 0.028 0.111
H -5.268800 -1.270900 1.382900 -0.106 -0.129 0.041 0.111
H -3.287200 2.469300 1.506400 0.099 0.181 0.048 0.120
H -3.871400 2.725900 3.922600 0.060 0.138 0.081 0.114
H 0.133600 -3.672100 1.347100 0.083 0.023 -0.014 0.119
H -1.464400 -5.400000 0.452100 0.061 -0.140 0.095 0.096
H -3.687600 -4.553500 -0.415600 0.008 -0.198 0.000 0.116
C 0.156000 1.908100 3.444600 0.133 -0.266 -0.030 -0.050
C 0.872700 0.571200 3.712900 -0.043 0.315 -0.049 -0.575
C 2.334600 0.887000 4.072800 -0.309 -0.126 -0.104 -0.056
C 0.831900 -0.355300 2.517900 -1.294 -0.314 -0.387 -0.165
C 0.145300 -0.184000 4.827800 0.017 0.028 0.022 -0.187
C 0.805700 -0.765800 5.903500 0.029 0.082 -0.107 -0.035
C 0.097000 -1.371300 6.928300 0.015 -0.087 0.105 -0.085
C -1.283900 -1.410400 6.899000 0.083 -0.017 0.087 -0.092
C -1.951400 -0.862500 5.817100 -0.128 -0.043 -0.057 -0.073
C -1.243800 -0.279000 4.782900 0.032 -0.055 0.081 -0.034
H 0.775600 2.537600 2.811800 -0.042 0.085 -0.113 0.081
H -0.038200 2.431800 4.378700 -0.047 0.033 0.071 0.098
H -0.783900 1.741000 2.918400 -0.096 0.195 0.086 0.049
H 2.770000 1.485600 3.274900 0.083 0.049 -0.042 0.083
H 2.931900 -0.015200 4.187400 0.077 -0.068 0.065 0.075
H 2.371800 1.464100 4.996100 0.079 0.027 0.052 0.095
H 1.491000 -1.211600 2.739200 -0.087 -0.021 -0.278 0.060
H 1.881900 -0.746500 5.962200 0.131 0.072 0.008 0.100
H 0.633800 -1.802600 7.759800 0.053 -0.061 0.090 0.101
H -1.831400 -1.864200 7.711200 -0.072 -0.042 0.063 0.100
H -3.029600 -0.880800 5.786900 -0.148 -0.003 -0.078 0.088
H -1.782900 0.109500 3.932000 -0.109 0.119 -0.081 0.091
```
Forces are in eV/Å.

For the highest occupied orbital energy (alpha / beta), the calculation gives -7.95 / -7.60 eV. Its maximum force is 3.88 eV Å⁻¹. Its spin multiplicity is 2. The value obtained for the gap between HOMO and LUMO (alpha / beta) is 6.71 / 6.74 eV. The expectation value of S² is 0.931. The lowest unoccupied orbital energy (alpha / beta) is -1.24 / -0.86 eV.